1.
{
  "formula": "C32H21BrF5N3O4RuS4",
  "method": "the ωB97M-V functional and the def2-TZVPD basis",
  "species": ["Ru", "Br", "C", "C", "C", "C", "C", "N", "C", "O", "O", "H", "H", "H", "O", "S", "C", "C", "C", "C", "S", "O", "C", "C", "C", "C", "C", "C", "C", "C", "C", "C", "C", "C", "H", "H", "H", "H", "H", "H", "H", "H", "H", "H", "H", "H", "H", "H", "H", "H", "H", "H", "S", "C", "S", "C", "C", "N", "C", "N", "F", "C", "C", "C", "F", "C", "F", "C", "F", "C", "F"],
  "coordinates": [[0.2007, -0.5484, 0.3052], [-0.9709, -4.1293, 0.7368], [0.5773, -3.5828, -0.1867], [1.3258, -4.6505, -0.6757], [2.4415, -4.4177, -1.4491], [2.7502, -3.1039, -1.7506], [1.9691, -2.0984, -1.2320], [0.9081, -2.3036, -0.4052], [2.2727, -0.6593, -1.6412], [3.1533, -0.4468, -2.4572], [1.5357, 0.2156, -1.0578], [0.9994, -5.6513, -0.4399], [3.0308, -5.2413, -1.8298], [3.5683, -2.8044, -2.3889], [0.0324, 1.5945, 1.1944], [-0.2242, 2.4130, 2.4104], [-0.9499, 4.0101, 1.8440], [-1.6984, 3.9225, 0.5204], [-0.8145, 4.2053, -0.6939], [-1.5826, 3.9978, -1.9971], [-1.4930, 2.2461, -2.5462], [-1.2264, 1.4744, -1.3082], [-0.0008, 2.3963, -3.5283], [1.2638, 2.4822, -2.9696], [2.3618, 2.5937, -3.8091], [2.1895, 2.6442, -5.1852], [0.9180, 2.5605, -5.7363], [-0.1831, 2.4219, -4.9047], [-1.7016, 1.8073, 3.2036], [-2.6805, 1.1583, 2.4706], [-3.8277, 0.7345, 3.1207], [-3.9786, 0.9592, 4.4833], [-2.9818, 1.5968, 5.2073], [-1.8279, 2.0215, 4.5658], [-0.1310, 4.7309, 1.8041], [-1.6140, 4.2924, 2.6606], [-2.5078, 4.6598, 0.5346], [-2.1618, 2.9415, 0.4167], [0.0712, 3.5703, -0.6666], [-0.4683, 5.2427, -0.6466], [-1.2005, 4.5925, -2.8271], [-2.6410, 4.2338, -1.8675], [1.3958, 2.3853, -1.9032], [3.3554, 2.6055, -3.3822], [3.0536, 2.7221, -5.8331], [0.7855, 2.5742, -6.8108], [-1.1797, 2.3160, -5.3182], [-2.5208, 0.9550, 1.4190], [-4.5858, 0.1990, 2.5645], [-4.8638, 0.5999, 4.9928], [-3.0792, 1.7210, 6.2772], [-1.0177, 2.4755, 5.1246], [-0.4157, -1.3442, 2.4400], [1.0755, -0.7140, 3.0709], [2.1804, -0.3762, 1.7858], [1.3139, -0.5050, 4.4196], [0.3600, -0.8585, 5.4060], [-0.3976, -1.1406, 6.2301], [2.5484, 0.0264, 4.8725], [3.5455, 0.4562, 5.2628], [-0.4053, -1.0796, -2.7124], [-1.5583, -1.3312, -2.0423], [-1.6115, -1.1464, -0.6631], [-2.8721, -1.4187, -0.1588], [-3.1169, -1.3334, 1.1704], [-3.9611, -1.8362, -0.9103], [-5.1407, -2.0949, -0.3162], [-3.8366, -2.0019, -2.2741], [-4.8743, -2.4070, -3.0208], [-2.6054, -1.7432, -2.8459], [-2.4456, -1.8836, -4.1736]],
  "mulliken_spin": [0.985, 0.001, -0.006, 0.001, -0.003, 0.002, -0.004, -0.032, 0.010, 0.011, 0.055, 0.000, 0.000, 0.000, -0.007, -0.002, 0.000, 0.001, 0.001, 0.000, 0.001, 0.016, -0.002, -0.001, -0.001, 0.000, 0.000, 0.001, 0.006, -0.001, -0.001, 0.000, 0.001, 0.000, 0.000, 0.000, 0.000, -0.001, -0.001, 0.000, 0.000, 0.000, 0.003, 0.000, 0.000, 0.000, 0.000, -0.001, 0.000, 0.000, 0.000, 0.000, 0.012, 0.002, 0.016, 0.008, -0.001, 0.003, -0.001, 0.004, -0.007, -0.167, 0.115, -0.004, 0.000, -0.006, 0.000, 0.008, 0.000, -0.010, 0.001],
  "spin_multiplicity": 2,
  "energy_ev": -175738.7774,
  "homo_lumo_gap_ev": [7.11, 6.87],
  "lumo_energy_ev": [2.1, 2.0],
  "fmax_ev_per_a": 1.0,
  "de_lowest_kcal_mol": 18.1,
  "charge": -1
}



2.
{
  "formula": "C5H5N2P",
  "method": "the ωB97M-V functional and the def2-TZVPD basis",
  "species": ["C", "P", "C", "N", "C", "N", "C", "C", "H", "H", "H", "H", "H"],
  "coordinates": [[-2.7813, 0.4775, 0.4204], [-1.9733, -0.8053, -0.1926], [-0.2776, -0.6644, 0.0656], [0.6981, -1.7004, 0.1893], [1.9555, -1.0658, 0.0000], [1.8727, 0.1939, -0.0037], [0.5113, 0.5240, -0.0897], [0.1288, 1.8342, -0.1408], [-3.6496, 0.7066, -0.0444], [0.6786, -2.6756, 0.0461], [2.8372, -1.5641, -0.0155], [0.8498, 2.6316, -0.0645], [-0.8503, 2.1077, -0.1701]],
  "mulliken_charge": [-0.505, -0.041, -0.195, -0.135, -0.231, -0.548, 0.967, -1.001, 0.321, 0.220, 0.490, 0.299, 0.358],
  "energy_ev": -17529.7678,
  "homo_lumo_gap_ev": [7.51, 6.41],
  "lumo_energy_ev": [-1.0, -1.1],
  "fmax_ev_per_a": 4.0,
  "de_lowest_kcal_mol": 84.8,
  "charge": 0,
  "smiles": "C#P=C1NC=NC1=C"
}



3.
{
  "formula": "C5H7NO",
  "method": "the ωB97M-V functional and the def2-TZVPD basis",
  "species": ["C", "C", "C", "C", "N", "C", "O", "H", "H", "H", "H", "H", "H", "H"],
  "coordinates": [[0.5896, 0.9214, -1.6148], [0.2924, -0.1364, -0.5719], [0.8256, 0.0460, 0.8449], [0.1094, -0.7522, 1.6521], [-0.9704, -1.3638, 0.9435], [-1.1156, -0.2718, -0.0235], [-2.0268, 0.5044, -0.0728], [1.6754, 1.0409, -1.7193], [0.1524, 1.8868, -1.3455], [0.2014, 0.6182, -2.5946], [0.6020, -1.1291, -0.9375], [1.2821, 0.9652, 1.1797], [0.1723, -0.8410, 2.7305], [-1.7899, -1.4887, 1.5291]],
  "mulliken_charge": [-1.452, 0.764, -0.623, -0.320, -0.378, 0.321, -0.557, 0.372, 0.312, 0.356, 0.244, 0.308, 0.331, 0.323],
  "energy_ev": -8834.7797,
  "homo_lumo_gap_ev": 9.85,
  "lumo_energy_ev": 1.1,
  "fmax_ev_per_a": 0.9,
  "de_lowest_kcal_mol": 32.8,
  "charge": 0,
  "smiles": "C[C@H]1C=CNC1=O"
}